The following is a quantum chemistry calculation of a cluster of 2 separate species, C4H11ClNPS2 in total, from OMol25.

Summary:
Energy relative to the best compared isomer or geometry (same formula, charge and spin)   4.773 eV
Gap between HOMO and LUMO (spin up / spin down)   6.064 / 6.172 eV
E_HOMO (spin up / spin down)   -8.86 / -8.86 eV
Molecular weight   203.700 g mol⁻¹
LUMO energy (spin up / spin down)   -2.80 / -2.69 eV

Geometry (Å):
Cl (2.746, 2.461, 0.978)
S (4.732, -1.983, -0.496)
S (0.994, 0.252, -0.866)
P (2.953, 0.618, 0.190)
N (3.930, 1.189, -1.093)
C (0.554, -1.032, 1.518)
C (-1.484, -0.567, 0.112)
C (-2.172, 0.378, -0.803)
C (-0.159, -0.008, 0.592)
H (-0.119, -1.537, 2.217)
H (3.495, 1.686, -1.873)
H (4.729, 0.639, -1.463)
H (1.472, -0.408, 1.802)
H (1.016, -1.870, 0.975)
H (-2.196, -0.694, 0.880)
H (-2.474, 1.374, -0.405)
H (-0.395, 0.932, 0.943)
H (-1.401, -1.526, -0.280)
H (-3.088, 0.031, -1.238)
H (-1.411, 0.658, -1.692)

The net atomic charges from Mulliken, expressed in e, are:
1 Cl -0.244
2 S -0.072
3 S -0.098
4 P 0.188
5 N -0.418
6 C -1.045
7 C -0.721
8 C -1.145
9 C 0.035
10 H 0.372
11 H 0.232
12 H 0.267
13 H 0.209
14 H 0.347
15 H 0.388
16 H 0.286
17 H 0.432
18 H 0.387
19 H 0.385
20 H 0.212

---

The following is a quantum chemistry calculation of an isolated molecule of C3H6N2OS, from OMol25.

Summary:
Energy relative to the best compared isomer or geometry (same formula, charge and spin)   1.548 eV
Gap between HOMO and LUMO   9.488 eV
E_HOMO   -9.39 eV
Molecular weight   118.161 g mol⁻¹
SMILES string   C/N=C(/N)C(=O)S
LUMO energy   0.10 eV

Geometry (Å):
S (1.875, -1.613, -1.067)
O (1.177, -0.691, 1.268)
N (-0.991, 0.930, -0.042)
N (-0.944, -0.830, -1.520)
C (-0.472, 1.655, 1.071)
C (-0.417, -0.111, -0.494)
C (0.865, -0.706, 0.080)
H (-0.696, 2.713, 0.877)
H (-1.841, -0.466, -1.787)
H (-0.975, 1.381, 2.030)
H (2.820, -1.965, -0.183)
H (0.591, 1.568, 1.161)
H (-0.993, -1.866, -1.395)

The net atomic charges from Mulliken, expressed in e, are:
1 S -0.234
2 O -0.514
3 N -0.553
4 N -0.556
5 C -0.740
6 C 0.636
7 C 0.426
8 H 0.280
9 H 0.293
10 H 0.230
11 H 0.166
12 H 0.319
13 H 0.247

---

The following is a quantum chemistry calculation of an isolated molecule of C5H6O, from OMol25.

Summary:
Energy relative to the best compared isomer or geometry (same formula, charge and spin)   0.350 eV
Gap between HOMO and LUMO   10.563 eV
E_HOMO   -9.53 eV
Molecular weight   82.102 g mol⁻¹
SMILES string   O=C1CC=CC1
LUMO energy   1.03 eV

Geometry (Å):
O (-1.905, -1.294, -0.473)
C (0.510, 1.190, 0.068)
C (1.287, 0.104, 0.008)
C (0.497, -1.178, -0.029)
C (-0.962, 0.829, 0.110)
C (-0.938, -0.673, -0.104)
H (-1.646, 1.094, -0.704)
H (-1.460, 1.157, 1.031)
H (2.375, 0.110, -0.002)
H (0.639, -1.788, 0.873)
H (0.905, 2.200, 0.164)
H (0.701, -1.816, -0.895)

The net atomic charges from Mulliken, expressed in e, are:
1 O -0.566
2 C -0.351
3 C -0.335
4 C -0.447
5 C -0.459
6 C 0.313
7 H 0.260
8 H 0.276
9 H 0.384
10 H 0.254
11 H 0.384
12 H 0.286

---

The following is a quantum chemistry calculation of a structure of composition C3H3N3O, from OMol25.

Summary:
Energy relative to the best compared isomer or geometry (same formula, charge and spin)   1.481 eV
Gap between HOMO and LUMO   10.393 eV
E_HOMO   -9.76 eV
Molecular weight   97.077 g mol⁻¹
LUMO energy   0.64 eV

Geometry (Å):
O (-0.639, -0.549, -0.635)
N (-1.476, 0.261, 2.341)
N (-2.159, 0.667, 1.577)
N (0.316, 1.527, -1.449)
C (0.381, 0.446, -0.833)
C (1.346, -0.357, -0.050)
C (0.344, -1.228, 0.092)
H (0.125, -2.180, 0.559)
H (-0.614, 1.669, -1.845)
H (2.377, -0.257, 0.243)

The net atomic charges from Mulliken, expressed in e, are:
1 O -0.372
2 N -0.040
3 N 0.040
4 N -0.624
5 C 0.612
6 C -0.495
7 C -0.124
8 H 0.362
9 H 0.295
10 H 0.345

---

The following is a quantum chemistry calculation of the ion C2H4ClN4 with charge +1, from OMol25.

Summary:
Energy relative to the best compared isomer or geometry (same formula, charge and spin)   1.538 eV
Gap between HOMO and LUMO   10.275 eV
Net charge   +1
E_HOMO   -14.46 eV
Molecular weight   119.535 g mol⁻¹
SMILES string   Nc1nc(Cl)[nH][nH+]1
LUMO energy   -4.18 eV

Geometry (Å):
Cl (0.524, 2.388, -2.381)
N (0.722, 1.125, 0.101)
N (0.469, -0.366, 1.952)
N (-0.581, -0.883, -0.246)
N (-0.543, -0.155, -1.397)
C (0.204, -0.098, 0.654)
C (0.198, 1.055, -1.228)
H (-1.059, -1.777, -0.053)
H (0.573, 0.458, 2.564)
H (0.497, -1.329, 2.319)
H (-1.003, -0.418, -2.285)

The net atomic charges from Mulliken, expressed in e, are:
1 Cl -0.036
2 N -0.421
3 N -0.358
4 N -0.102
5 N -0.022
6 C 0.461
7 C 0.407
8 H 0.261
9 H 0.274
10 H 0.256
11 H 0.279

---

The following is a quantum chemistry calculation of a structure of composition C6H6I2, from OMol25.

Summary:
Energy relative to the best compared isomer or geometry (same formula, charge and spin)   3.930 eV
Gap between HOMO and LUMO   7.765 eV
E_HOMO   -9.44 eV
Molecular weight   331.922 g mol⁻¹
LUMO energy   -1.67 eV

Geometry (Å):
I (3.075, -0.616, 0.095)
I (-3.131, 0.335, -0.478)
C (-0.181, -0.897, -1.394)
C (-1.204, 1.199, 1.805)
C (-0.984, 1.453, 3.014)
C (-1.421, 0.571, 0.699)
C (1.256, 0.483, 0.204)
C (0.055, -0.507, 0.064)
H (-0.681, -1.800, -1.443)
H (-0.570, -0.083, -2.092)
H (0.266, -1.384, 0.755)
H (1.302, 1.059, -0.786)
H (0.847, -0.942, -1.607)
H (1.371, 1.128, 1.163)

The net atomic charges from Mulliken, expressed in e, are:
1 I 0.045
2 I 0.143
3 C -1.385
4 C 0.238
5 C -0.479
6 C -0.134
7 C -1.052
8 C 0.319
9 H 0.395
10 H 0.405
11 H 0.341
12 H 0.380
13 H 0.354
14 H 0.429

---

The following is a quantum chemistry calculation of a cluster of 21 separate species, H42O21 in total, from OMol25.

Summary:
Energy relative to the best compared isomer or geometry (same formula, charge and spin)   8.842 eV
Gap between HOMO and LUMO   10.359 eV
E_HOMO   -10.84 eV
Molecular weight   378.315 g mol⁻¹
LUMO energy   -0.48 eV

Geometry (Å):
O (0.196, 0.029, 1.949)
O (-2.034, -1.504, -3.594)
O (1.885, 4.139, -0.237)
O (-1.678, -4.219, -0.541)
O (-0.597, 4.180, 0.701)
O (-0.284, 2.574, -2.081)
O (-3.233, 1.847, -1.382)
O (2.378, 0.702, -1.067)
O (-3.945, -1.431, 2.571)
O (0.562, 2.861, 2.628)
O (2.111, -4.141, 1.240)
O (2.058, 2.800, -3.289)
O (0.892, -1.731, -2.866)
O (1.905, -0.906, 4.244)
O (-0.745, 0.426, -0.880)
O (-4.281, -0.255, -0.578)
O (-0.582, 0.709, 4.389)
O (3.290, 0.836, 1.804)
O (1.424, -4.291, -2.099)
O (-1.563, -1.583, 0.723)
O (3.731, -2.215, -2.069)
H (-2.928, -1.781, -3.299)
H (-0.256, 0.807, 2.233)
H (-2.891, 2.346, -0.686)
H (-3.826, -1.030, -0.136)
H (-1.036, -4.849, -0.237)
H (-1.028, 1.268, -1.262)
H (1.768, -4.724, 0.550)
H (2.019, -3.282, 0.894)
H (-4.619, -1.606, 1.964)
H (-2.819, 1.908, -2.206)
H (0.398, 3.189, -2.038)
H (-0.639, 2.562, -2.976)
H (1.480, -3.471, -2.682)
H (2.225, 3.604, 0.481)
H (-1.484, 4.128, 1.168)
H (0.432, 3.825, 2.310)
H (2.055, 2.074, -2.633)
H (1.860, 0.470, -0.287)
H (2.997, 0.152, 2.459)
H (-1.323, -3.491, -1.007)
H (0.220, -2.320, -3.059)
H (1.494, 4.954, 0.150)
H (-1.065, 0.382, 3.526)
H (2.415, 3.488, -2.622)
H (2.654, -0.375, 4.538)
H (-0.839, -2.178, 1.061)
H (3.416, -1.368, -1.748)
H (-0.364, -0.680, 1.557)
H (3.527, -2.073, -2.989)
H (-4.042, -0.561, 2.904)
H (-0.503, 3.761, -0.118)
H (-2.008, -0.842, -2.843)
H (2.412, 1.260, 1.686)
H (3.245, 0.811, -0.604)
H (1.283, -0.296, 3.824)
H (-1.553, -0.113, -0.696)
H (-2.382, -1.828, 1.234)
H (0.372, -1.243, -2.237)
H (0.096, 2.979, 3.449)
H (-4.810, -0.479, -1.373)
H (2.358, -4.452, -2.044)
H (0.205, 0.247, 4.225)

The net atomic charges from Mulliken, expressed in e, are:
1 O -0.454
2 O -0.613
3 O -0.584
4 O -0.598
5 O -0.631
6 O -0.641
7 O -0.562
8 O -0.387
9 O -0.614
10 O -0.488
11 O -0.610
12 O -0.703
13 O -0.625
14 O -0.664
15 O 0.302
16 O -0.566
17 O -0.699
18 O -0.676
19 O -0.618
20 O -0.431
21 O -0.642
22 H 0.352
23 H 0.113
24 H 0.213
25 H 0.263
26 H 0.291
27 H -0.113
28 H 0.300
29 H 0.297
30 H 0.290
31 H 0.263
32 H 0.254
33 H 0.198
34 H 0.358
35 H 0.285
36 H 0.291
37 H 0.276
38 H 0.370
39 H 0.135
40 H 0.399
41 H 0.303
42 H 0.318
43 H 0.298
44 H 0.411
45 H 0.315
46 H 0.324
47 H 0.314
48 H 0.319
49 H 0.364
50 H 0.299
51 H 0.315
52 H 0.318
53 H 0.228
54 H 0.144
55 H 0.290
56 H 0.505
57 H 0.151
58 H 0.187
59 H 0.236
60 H 0.289
61 H 0.274
62 H 0.312
63 H 0.154

---

The following is a quantum chemistry calculation of an isolated molecule of CHF3O, from OMol25.

Summary:
Energy relative to the best compared isomer or geometry (same formula, charge and spin)   4.041 eV
Gap between HOMO and LUMO   12.854 eV
E_HOMO   -12.63 eV
Molecular weight   86.012 g mol⁻¹
SMILES string   FOC(F)F
LUMO energy   0.22 eV

Geometry (Å):
F (1.461, -0.067, 0.541)
F (-1.008, -0.939, -1.332)
F (-0.110, 1.387, 0.704)
O (-0.062, 0.052, -1.062)
C (0.161, 0.142, 0.282)
H (-0.442, -0.575, 0.868)

The net atomic charges from Mulliken, expressed in e, are:
1 F -0.220
2 F -0.107
3 F -0.220
4 O -0.080
5 C 0.414
6 H 0.213

---

The following is a quantum chemistry calculation of a cluster of 10 separate species, F6H18O9P in total, from OMol25.

Summary:
Energy relative to the best compared isomer or geometry (same formula, charge and spin)   0.000 eV
Gap between HOMO and LUMO   10.957 eV
Net charge   -1
E_HOMO   -8.24 eV
Molecular weight   307.097 g mol⁻¹
LUMO energy   2.71 eV

Geometry (Å):
P (-21.131, -9.244, -3.302)
F (-19.823, -8.893, -2.418)
F (-21.210, -10.740, -2.700)
F (-20.252, -9.750, -4.549)
F (-22.457, -9.484, -4.211)
F (-22.072, -8.810, -2.042)
F (-21.094, -7.706, -3.832)
O (-21.531, -11.218, 0.705)
O (-17.465, -7.628, -1.525)
O (-21.375, -8.270, -6.979)
O (-24.412, -10.508, -0.490)
O (-24.009, -7.079, -4.867)
O (-22.204, -13.812, -2.593)
O (-18.259, -11.182, -6.169)
O (-21.186, -5.970, -1.420)
O (-21.881, -12.529, -5.435)
H (-21.951, -13.028, -2.098)
H (-21.220, -5.773, -2.361)
H (-22.104, -8.896, -6.958)
H (-18.766, -10.467, -5.771)
H (-17.606, -10.740, -6.717)
H (-17.343, -6.883, -2.118)
H (-21.285, -10.975, -0.194)
H (-20.718, -11.127, 1.208)
H (-23.542, -10.430, -0.892)
H (-21.149, -8.147, -6.051)
H (-23.297, -6.888, -5.484)
H (-24.704, -9.600, -0.376)
H (-18.052, -8.223, -2.006)
H (-21.755, -11.590, -5.260)
H (-23.651, -7.781, -4.313)
H (-22.212, -13.516, -3.510)
H (-21.342, -12.703, -6.210)
H (-21.127, -6.930, -1.401)

The net atomic charges from Mulliken, expressed in e, are:
1 P 1.098
2 F -0.288
3 F -0.319
4 F -0.247
5 F -0.397
6 F -0.407
7 F -0.395
8 O -0.631
9 O -0.657
10 O -0.675
11 O -0.664
12 O -0.655
13 O -0.677
14 O -0.628
15 O -0.662
16 O -0.674
17 H 0.335
18 H 0.321
19 H 0.350
20 H 0.378
21 H 0.316
22 H 0.300
23 H 0.305
24 H 0.283
25 H 0.314
26 H 0.291
27 H 0.337
28 H 0.319
29 H 0.376
30 H 0.332
31 H 0.337
32 H 0.353
33 H 0.300
34 H 0.330

---

| no. | electronic energy (Eh) | maximum force (eV/Å) |
| --- | --- | --- |
| 1 | -1811.5848 | 4.22 |
| 2 | -700.8323 | 2.47 |
| 3 | -269.3334 | 0.97 |
| 4 | -355.5855 | 1.89 |
| 5 | -757.5270 | 6.13 |
| 6 | -827.3695 | 4.89 |
| 7 | -1605.0992 | 4.26 |
| 8 | -413.4124 | 2.04 |
| 9 | -1628.8602 | 1.40 |